# 1
A single C16H17NO2S molecule, computed with ωB97M-V/def2-TZVPD.

Structure (XYZ):
```
37
Properties=species:S:1:pos:R:3:forces:R:3:lowdin_charge:R:1
C -2.131 -2.182 -1.233 -0.06 -0.08 0.16 -0.0801
H -2.139 -3.270 -1.236 0.03 -0.11 -0.06 0.0722
H -1.100 -1.837 -1.262 0.09 -0.01 -0.03 0.0448
H -2.619 -1.833 -2.141 -0.03 0.03 -0.10 0.0803
C -2.875 -1.644 -0.007 0.10 0.05 -0.21 -0.2048
C -2.799 -0.141 0.056 -0.07 -0.06 0.10 -0.1804
C -3.859 0.609 -0.435 0.07 0.05 0.05 -0.0473
C -3.830 1.992 -0.436 -0.07 0.11 -0.06 -0.0932
C -2.720 2.649 0.061 -0.12 -0.08 -0.06 -0.0829
C -1.650 1.928 0.556 0.20 0.13 0.06 -0.0058
C -1.676 0.537 0.553 -0.26 0.34 -0.12 -0.1598
N -0.605 -0.215 1.056 -0.42 -0.44 -0.09 0.1539
C 0.592 0.200 1.536 0.37 -0.29 0.52 -0.4769
O 0.953 1.352 1.648 -0.03 0.18 -0.01 0.0815
C 1.500 -0.963 1.940 0.08 0.19 0.04 -0.1006
H 1.001 -1.578 2.692 0.02 0.00 0.01 0.1224
H 2.391 -0.526 2.391 -0.19 0.03 0.01 0.0926
C 1.883 -1.826 0.723 -0.23 -0.02 -0.12 -0.1248
C 1.952 -0.957 -0.523 -0.22 -0.64 -0.05 -0.4383
O 1.119 -1.050 -1.403 0.14 0.05 0.06 0.0894
C 3.027 0.016 -0.586 0.68 0.62 -0.17 -0.4457
C 3.125 1.044 -1.494 -0.19 -0.44 0.27 -0.0808
C 4.259 1.845 -1.297 0.21 0.08 0.08 -0.1654
C 5.020 1.419 -0.249 -0.09 -0.25 0.18 -0.3895
S 4.363 0.044 0.520 -0.20 0.24 -0.45 1.0754
H 5.936 1.840 0.119 0.18 0.11 0.04 0.0650
H 4.505 2.699 -1.901 0.06 0.14 -0.08 0.1048
H 2.387 1.202 -2.259 -0.16 -0.01 -0.11 0.1238
H 1.137 -2.603 0.544 0.10 0.03 -0.08 0.1194
H 2.848 -2.304 0.899 -0.01 -0.09 0.02 0.1085
H -0.730 -1.213 0.972 0.14 0.12 0.06 0.1187
H -0.783 2.436 0.942 0.02 0.00 0.01 0.0983
H -2.682 3.728 0.067 0.02 0.09 0.01 0.1021
H -4.670 2.549 -0.823 -0.07 0.05 -0.03 0.0985
H -4.725 0.093 -0.823 -0.08 -0.08 -0.02 0.1111
H -3.925 -1.939 -0.074 0.05 0.01 0.13 0.1087
H -2.479 -2.098 0.906 -0.08 -0.03 0.04 0.1048
```
Forces are in eV/Å.

Its energy relative to the best compared isomer or geometry (same formula, charge and spin) is 0.00 kJ/mol. As for the strongest force on any atom: 0.018 Eh/bohr. The molecular weight is 287.38 g mol⁻¹. The calculation puts the orbital gap at 8.29 eV. As for the HOMO energy: -0.3053 hartree. The SMILES is CCc1ccccc1NC(=O)CCC(=O)c1cccs1.

# 2
A single C16H17NOS molecule, computed with ωB97M-V/def2-TZVPD.

Structure (XYZ):
```
36
Properties=species:S:1:pos:R:3:forces:R:3:lowdin_charge:R:1
O 0.721 -2.201 0.079 0.30 1.96 1.89 0.0262
S -3.065 1.743 -4.211 -1.88 -0.39 -0.58 1.0123
C 0.914 -1.355 0.999 -1.32 -3.37 -2.10 -0.4188
C -4.320 2.976 -4.310 2.49 1.16 1.33 -0.3750
C -3.870 4.137 -3.682 4.51 -4.22 -0.34 -0.1279
C -2.412 3.976 -3.196 -2.96 -1.68 -0.60 -0.0740
C -1.965 2.657 -3.304 -1.78 2.15 -0.80 -0.6135
C -1.014 -2.295 2.270 -1.12 1.45 4.12 0.0032
C -1.807 -2.335 3.445 0.73 -3.63 -5.87 -0.1265
C 2.174 -0.558 0.915 -1.11 1.17 -1.34 -0.0307
C -0.790 1.996 -2.855 3.64 1.77 1.04 -0.1214
C 2.333 0.441 0.021 -0.84 -0.28 -0.45 -0.0621
C 0.316 2.713 -2.334 -3.82 -3.35 -1.57 -0.0543
C 1.197 0.913 -0.844 1.58 1.99 -0.48 -0.0673
C 1.364 1.904 -1.773 1.92 -0.90 2.06 -0.1221
N 0.055 -1.332 2.079 0.08 -0.23 -0.17 -0.0301
C -1.610 -1.527 4.574 0.01 2.71 1.61 -0.2313
C 0.320 -0.435 3.206 0.27 -0.49 0.72 -0.1458
C -0.996 -0.237 3.968 1.34 0.23 2.42 -0.1750
H -5.222 2.871 -4.872 -0.32 -0.35 -0.06 0.0517
H -4.419 4.980 -3.586 -1.49 2.60 0.21 0.0448
H -1.801 4.701 -2.722 0.02 0.82 0.42 0.0761
H -1.227 -3.078 1.610 0.31 -0.36 -1.57 0.0881
H -2.633 -3.119 3.356 1.28 1.08 0.42 0.1221
H 2.999 -1.080 1.293 1.25 -0.21 1.10 0.0979
H -0.702 0.915 -3.019 -0.04 0.45 0.21 0.1117
H 3.313 0.960 -0.096 -0.83 -0.69 -0.07 0.1194
H 0.184 3.775 -2.234 0.65 0.31 0.02 0.0978
H 0.190 0.665 -0.658 -1.01 -0.71 0.72 0.0950
H 2.430 2.096 -1.922 -0.23 0.72 -0.26 0.1014
H -2.568 -1.336 5.110 0.62 0.19 -0.36 0.1269
H -0.938 -1.937 5.322 0.21 -0.29 0.12 0.1156
H 1.140 -0.885 3.852 -1.04 0.39 -0.43 0.1452
H 0.721 0.549 2.893 -0.39 -0.62 -0.23 0.1260
H -0.767 0.485 4.765 -0.16 -0.07 -0.10 0.1142
H -1.727 0.195 3.351 -0.87 0.69 -1.04 0.1003
```
Forces are in eV/Å.

Its energy relative to the best compared isomer or geometry (same formula, charge and spin) is 496.76 kJ/mol. As for the strongest force on any atom: 0.135 Eh/bohr. The molecular weight is 271.38 g mol⁻¹. The calculation puts the orbital gap at 7.68 eV. As for the HOMO energy: -0.2859 hartree. The SMILES is O=C(\C=C/C=C/C=C/c1cccs1)N1C=CCCC1.

# 3
A molecular structure, C16H18B2Br2F4N2O2Pt, computed with ωB97M-V/def2-TZVPD.

Structure (XYZ):
```
47
Properties=species:S:1:pos:R:3:forces:R:3:lowdin_charge:R:1
Pt 0.894 -0.215 -1.243 0.03 -0.06 -0.33 1.5829
Br 7.366 0.563 0.259 0.15 0.01 0.03 1.0066
C 5.577 0.379 -0.093 -0.20 -0.08 -0.05 -0.6677
C 5.087 -0.990 -0.323 0.00 0.16 0.02 0.0610
C 3.715 -1.170 -0.624 0.10 0.06 0.04 -0.0247
N 2.907 -0.148 -0.675 -0.11 -0.22 0.02 -0.0325
C 3.350 1.191 -0.450 0.03 0.24 0.02 -0.1423
C 4.723 1.428 -0.160 0.12 -0.18 0.02 -0.0407
C 2.347 2.159 -0.578 -0.23 -0.33 -0.12 -0.1777
C 2.557 3.520 -0.370 -0.17 0.42 0.01 -0.0042
C 1.513 4.420 -0.553 -0.23 -0.42 -0.13 -0.6483
Br 1.758 6.208 -0.297 0.14 0.34 0.08 1.0195
C 0.226 3.953 -0.954 0.43 0.30 0.15 -0.0484
C 0.049 2.627 -1.128 0.07 -0.44 0.00 -0.0651
N 1.057 1.705 -0.952 0.13 0.00 0.03 -0.1203
H 5.755 -1.836 -0.254 -0.03 -0.02 0.00 0.1299
H 3.302 -2.155 -0.807 -0.01 -0.07 -0.02 0.1230
H 5.100 2.429 -0.008 -0.09 0.03 0.00 0.1228
H 3.527 3.885 -0.065 -0.01 0.00 0.01 0.1223
H -0.586 4.647 -1.109 -0.02 -0.02 -0.01 0.1285
H -0.913 2.229 -1.408 -0.01 -0.10 -0.02 0.1268
C -3.849 0.490 -0.553 -0.06 -0.09 -0.11 0.0043
C -2.978 0.055 0.605 0.10 0.07 0.33 -0.4028
C -3.442 0.647 1.916 -0.04 0.06 -0.05 0.0138
O -1.600 0.624 0.309 0.13 -0.18 -0.12 0.1025
B -0.990 -0.420 -0.259 -0.47 -0.20 0.32 -0.7030
O -1.518 -1.638 -0.267 0.07 0.35 0.09 0.1268
C -2.697 -1.487 0.676 -0.09 0.00 -0.39 -0.3987
C -3.823 -2.336 0.130 0.06 -0.09 0.09 0.0194
C -2.204 -1.985 2.017 0.08 0.02 0.15 0.0096
H -3.858 1.578 -0.625 0.05 0.00 0.06 0.1034
H -4.878 0.165 -0.404 0.01 -0.01 0.03 0.1111
H -3.504 0.079 -1.504 0.01 -0.02 0.01 0.1048
H -3.618 1.716 1.801 0.00 -0.01 0.00 0.1035
H -2.722 0.492 2.715 0.02 -0.01 -0.02 0.0953
H -4.386 0.183 2.207 0.00 0.00 0.00 0.1152
H -4.074 -2.087 -0.898 0.04 0.03 -0.01 0.0963
H -4.713 -2.205 0.748 0.01 0.00 0.00 0.1145
H -3.536 -3.385 0.170 -0.02 0.00 0.01 0.1088
H -1.381 -1.382 2.404 -0.01 0.04 -0.04 0.1040
H -1.850 -3.010 1.921 -0.03 0.00 -0.09 0.1053
H -3.003 -1.977 2.758 -0.04 0.03 -0.06 0.1106
F 2.400 -4.196 -0.863 -0.04 0.10 0.01 0.2392
B 1.094 -4.216 -0.601 0.16 -0.09 0.04 -0.8936
F 0.855 -2.048 -1.731 0.09 0.35 0.02 -0.4088
F 0.689 -3.670 0.535 -0.04 0.00 -0.06 0.2590
F 0.271 -4.814 -1.417 -0.08 0.02 0.06 0.3078
```
Forces are in eV/Å.

As for the spin multiplicity: 5. As for the total charge: +2. As for the strongest force on any atom: 0.012 Eh/bohr. The molecular weight is 722.83 g mol⁻¹. The calculation puts the orbital gap (spin up / spin down) at 6.72 / 4.96 eV. As for the HOMO energy (spin up / spin down): -0.5034 / -0.5911 hartree.

# 4
A molecular structure, C16H18B2N6O2Pd, computed with ωB97M-V/def2-TZVPD.

Structure (XYZ):
```
45
Properties=species:S:1:pos:R:3:forces:R:3:lowdin_charge:R:1
H 1.065 3.293 0.159 0.20 -0.15 -0.27 0.1092
N 0.884 1.725 -1.268 -1.58 0.46 -0.46 -0.0741
B 0.178 0.363 -3.402 -0.04 -0.05 0.69 -0.4550
N 0.633 1.678 -2.646 1.14 0.18 1.25 -0.0025
C 0.843 2.907 -3.149 0.01 0.42 1.11 -0.0582
Pd 2.307 0.687 -0.089 -1.46 -1.16 -0.84 0.9141
H 0.855 3.136 -4.225 -0.32 -0.33 0.78 0.1337
C 1.085 3.764 -2.059 -0.08 0.74 -0.58 -0.0750
H 1.338 4.806 -2.113 -0.21 0.20 -0.11 0.0865
C 1.015 3.011 -0.889 0.38 -0.63 -1.91 -0.1453
H 0.317 0.516 -4.582 0.07 0.01 -0.05 0.1052
C -1.341 -1.890 1.948 0.42 -0.88 -3.32 -0.0077
H -1.600 -2.914 2.194 -0.33 0.20 0.35 0.0299
H -0.304 -1.866 1.648 0.29 -0.26 0.15 -0.0031
H -1.838 -1.545 1.017 -0.14 -0.53 0.49 0.0198
N -1.318 0.003 -3.088 0.46 0.23 1.26 -0.0534
N 1.234 -0.708 -2.894 1.16 0.08 0.94 -0.0071
N -1.649 -0.110 -1.761 0.80 -0.22 0.01 0.0504
N 1.588 -0.870 -1.544 -0.98 -1.03 -0.47 -0.0416
C -2.421 -0.233 -3.845 0.17 0.00 -0.47 -0.1095
C 1.958 -1.587 -3.631 -0.14 0.10 1.04 -0.0673
H -2.394 -0.181 -4.945 0.01 -0.04 0.82 0.1186
H 1.990 -1.566 -4.723 -0.36 -0.03 0.56 0.1283
C -3.457 -0.528 -2.980 -1.30 -0.38 -1.14 -0.1083
C 2.655 -2.402 -2.745 -0.14 -0.32 -0.15 -0.0802
C -2.917 -0.461 -1.697 0.09 0.17 0.11 -0.1916
C 2.316 -1.998 -1.446 0.28 1.05 -1.37 -0.1431
H -4.499 -0.774 -3.252 0.87 0.19 0.14 0.0949
H 3.359 -3.161 -3.003 0.08 -0.46 -0.15 0.0835
H -3.421 -0.664 -0.745 0.40 0.25 -0.45 0.0987
H 2.593 -2.442 -0.491 0.02 0.46 -0.27 0.1116
H -1.478 -1.132 2.625 -0.52 1.31 2.19 -0.0074
O 1.394 -0.791 2.670 1.19 1.34 -1.87 0.0444
B 1.363 0.356 1.711 -1.14 -0.51 2.58 -0.3800
O 0.782 1.463 2.450 2.20 -0.64 -1.25 0.0843
C 1.266 1.209 3.719 -0.46 -0.72 0.93 -0.2354
C 1.433 2.090 4.764 -0.27 0.70 0.05 -0.0087
C 1.588 1.571 6.060 0.19 0.00 0.16 -0.0981
C 1.694 0.194 6.251 0.14 -0.38 -0.23 -0.0939
C 1.768 -0.696 5.146 -0.49 0.53 -0.30 0.0142
C 1.522 -0.166 3.873 -0.39 0.75 1.26 -0.2342
H 1.426 3.173 4.581 -0.31 -0.53 0.14 0.1236
H 1.628 2.256 6.930 -0.03 -0.53 -0.72 0.1100
H 1.709 -0.217 7.273 0.25 0.23 -0.64 0.1054
H 1.939 -1.760 5.280 -0.11 0.17 0.00 0.1143
```
Forces are in eV/Å.

As for the spin multiplicity: 3. Its energy relative to the best compared isomer or geometry (same formula, charge and spin) is 104.82 kJ/mol. As for the strongest force on any atom: 0.067 Eh/bohr. The molecular weight is 454.40 g mol⁻¹. The calculation puts the orbital gap (spin up / spin down) at 7.82 / 6.49 eV. As for the HOMO energy (spin up / spin down): -0.3045 / -0.3118 hartree.